1.
Entry from the Open Molecules 2025 dataset: an isolated molecule of C14H21NO (ωB97M-V with the def2-TZVPD basis set).

Each line ends with the natural charge from an NBO analysis.
Element x y z (Å)
C -4.7045 -1.5733 -0.1083  -0.606
C -4.8374 -0.0557 -0.0876  -0.394
C -3.6083 0.6228 0.5271  -0.062
C -3.7999 2.1350 0.6295  -0.606
N -2.4236 0.3265 -0.2535  -0.618
C -1.3572 -0.3417 0.2387  0.687
O -1.2978 -0.7327 1.3852  -0.636
C -0.2385 -0.5743 -0.7669  -0.486
C 1.1156 -0.2374 -0.1440  -0.381
C 2.2806 -0.6355 -1.0556  -0.436
C 3.5913 -0.2759 -0.4172  0.088
C 4.1930 -1.1396 0.4893  -0.251
C 5.3819 -0.7978 1.1078  -0.190
C 5.9856 0.4167 0.8292  -0.227
C 5.3929 1.2859 -0.0700  -0.203
C 4.2032 0.9411 -0.6867  -0.250
H -5.5956 -2.0284 -0.5339  0.209
H -4.5676 -1.9540 0.9007  0.211
H -3.8452 -1.8761 -0.7022  0.205
H -5.7156 0.2258 0.4953  0.206
H -4.9799 0.3167 -1.1060  0.188
H -3.4157 0.2050 1.5206  0.233
H -4.6465 2.3642 1.2703  0.213
H -2.9108 2.5977 1.0506  0.217
H -3.9846 2.5632 -0.3544  0.196
H -2.4282 0.6306 -1.2142  0.389
H -0.2556 -1.6348 -1.0332  0.225
H -0.3999 0.0101 -1.6748  0.196
H 1.1979 -0.7595 0.8105  0.227
H 1.1655 0.8347 0.0602  0.201
H 2.1807 -0.1214 -2.0147  0.202
H 2.2400 -1.7115 -1.2391  0.207
H 3.7255 -2.0888 0.7092  0.209
H 5.8397 -1.4806 1.8088  0.210
H 6.9149 0.6842 1.3106  0.212
H 5.8588 2.2352 -0.2922  0.211
H 3.7454 1.6236 -1.3894  0.206

Output
- ΔE to the lowest compared entry with this formula, charge and spin (eV) = 0.0000
- SMILES = CC[C@H](C)NC(=O)CCCc1ccccc1
- HOMO (eV) = -9.02
- net charge = 0
- gap between HOMO and LUMO (Ha) = 0.361

***

2.
Entry from the Open Molecules 2025 dataset: C16H18BrNO3S3Sr as an isolated structure (ωB97M-V with the def2-TZVPD basis set).

Each line ends with the natural charge from an NBO analysis.
Element x y z (Å)
Sr -0.5928 -0.9151 -0.2039  1.722
C 2.9937 0.4405 -1.1052  -0.546
C 2.6876 1.6834 -0.2787  -0.541
S 1.2346 1.5706 0.8101  0.175
C 0.3551 3.1025 0.4089  -0.536
C -0.0778 3.2980 -1.0406  -0.552
S -1.0616 1.9223 -1.6937  0.185
C -0.2311 1.5599 -3.2635  -0.544
C 1.2574 1.2395 -3.2161  -0.542
S 1.6915 -0.1944 -2.1907  0.182
H 3.2106 -0.4093 -0.4558  0.260
H 3.8869 0.6344 -1.7013  0.229
H 2.5452 2.5520 -0.9196  0.214
H 3.5560 1.8911 0.3477  0.238
H 0.9643 3.9509 0.7249  0.228
H -0.5186 3.0810 1.0629  0.238
H 0.7833 3.4474 -1.6895  0.213
H -0.6751 4.2087 -1.0976  0.237
H -0.3862 2.4048 -3.9367  0.226
H -0.7917 0.7093 -3.6520  0.274
H 1.8416 2.0916 -2.8715  0.211
H 1.5864 1.0235 -4.2331  0.239
Br -1.8029 -3.6973 0.4824  0.012
C -0.2729 -4.5702 1.2357  -0.024
C -0.4015 -5.9099 1.4517  -0.251
C 0.6716 -6.6211 2.0234  -0.215
C 1.8137 -5.9597 2.3624  -0.210
C 1.9432 -4.5660 2.1449  0.028
C 3.1323 -3.8973 2.5285  -0.226
C 3.2429 -2.5556 2.3376  -0.225
C 2.1809 -1.8374 1.7339  -0.300
C 0.9929 -2.3982 1.3065  -0.501
C 0.8889 -3.8122 1.5506  -0.179
H -1.3189 -6.4181 1.1894  0.223
H 0.5758 -7.6854 2.1940  0.215
H 2.6443 -6.4918 2.8115  0.207
H 3.9299 -4.4738 2.9824  0.202
H 4.1394 -2.0282 2.6456  0.201
H 2.3449 -0.7633 1.6389  0.163
O -3.7860 -0.8748 -2.8657  -0.394
N -2.8765 -0.9687 -2.0795  0.716
O -1.6769 -1.1585 -2.4708  -0.643
O -3.0551 -0.8730 -0.8294  -0.611

Output
- ΔE to the lowest compared entry with this formula, charge and spin (eV) = 0.0286
- HOMO (eV) = -7.61
- net charge = 0
- gap between HOMO and LUMO (Ha) = 0.277

***

3.
Entry from the Open Molecules 2025 dataset: C51H40Cl3CoN3OP2 as an isolated structure (ωB97M-V with the def2-TZVPD basis set).

Each line ends with the Löwdin spin population.
Element x y z (Å)
Co 0.7767 -0.5541 0.8405  2.716
C -0.9737 1.7875 4.4504  0.001
C -0.8491 1.3275 3.1319  0.003
N 0.2912 0.9688 2.5885  0.028
C 1.4087 1.0308 3.3526  0.003
C 1.3835 1.4568 4.7041  0.001
C 0.1420 1.8624 5.2361  0.001
C 2.5757 1.4354 5.4569  0.003
C 3.7229 0.9396 4.8990  0.000
C 3.7659 0.5266 3.5628  0.004
C 2.6423 0.6138 2.7496  0.005
N 2.5583 0.2568 1.4362  0.055
C 3.6026 0.1985 0.5782  0.003
C 4.8760 0.7449 0.7261  0.008
C 5.8752 0.5209 -0.2248  0.000
C 5.6420 -0.2310 -1.3477  0.006
C 4.3354 -0.6870 -1.6128  0.000
C 3.9764 -1.3561 -2.8001  0.002
C 2.6588 -1.6363 -3.0410  0.000
C 1.7048 -1.2717 -2.0834  0.007
N 2.0068 -0.7064 -0.9372  0.030
C 3.3041 -0.4238 -0.6788  0.001
H -1.9463 2.0847 4.8160  0.000
H -1.7370 1.2667 2.5167  0.000
H 0.0851 2.2073 6.2608  0.000
H 2.5500 1.7844 6.4800  0.000
H 4.6238 0.8650 5.4947  0.000
H 4.6720 0.0868 3.1770  0.000
H 5.0931 1.3751 1.5743  0.000
H 6.8555 0.9504 -0.0619  0.000
H 6.4258 -0.4488 -2.0602  0.000
H 4.7468 -1.6223 -3.5119  0.000
H 2.3424 -2.1202 -3.9545  0.000
H 0.6569 -1.4661 -2.2653  0.001
Cl 0.9571 -6.6115 4.8135  0.001
C 0.5511 -5.1323 4.0089  0.003
C 1.2917 -4.7301 2.9106  0.000
C 0.9573 -3.5461 2.2912  0.004
Cl 1.8590 -2.9839 0.9305  0.028
C -0.1021 -2.7047 2.6968  0.004
O -0.3997 -1.6069 2.0898  0.042
C -0.8192 -3.1820 3.8165  0.004
Cl -2.1499 -2.2292 4.3784  0.001
C -0.5082 -4.3620 4.4623  0.000
H 2.1196 -5.3208 2.5485  0.000
H -1.0839 -4.6718 5.3220  0.000
C -3.1340 1.1135 -0.0743  0.000
C -2.7710 -0.3529 0.2786  -0.002
P -1.3919 -1.1383 -0.6839  0.022
C -2.2685 -1.3191 -2.3229  0.010
C -1.6967 -0.9751 -3.5446  0.000
C -2.3620 -1.2083 -4.7399  0.000
C -3.6284 -1.7698 -4.7375  0.000
C -4.2167 -2.1061 -3.5277  0.001
C -3.5358 -1.8996 -2.3391  0.002
C -1.6015 -2.9171 -0.2302  0.000
C -0.8687 -3.8328 -0.9854  0.000
C -0.8424 -5.1761 -0.6521  0.000
C -1.5673 -5.6301 0.4394  0.000
C -2.3079 -4.7313 1.1891  0.000
C -2.3238 -3.3833 0.8625  0.000
C -1.9723 2.1314 -0.1194  -0.001
P -1.1278 2.1012 -1.7680  0.000
C -2.1136 3.4445 -2.5608  0.000
C -1.9237 4.7925 -2.2614  0.000
C -2.7714 5.7496 -2.7937  0.000
C -3.8089 5.3738 -3.6362  0.000
C -3.9939 4.0374 -3.9515  0.000
C -3.1459 3.0764 -3.4193  0.000
C 0.4027 3.0567 -1.4611  0.000
C 0.7961 3.6237 -0.2543  0.000
C 2.0172 4.2763 -0.1626  0.000
C 2.8602 4.3502 -1.2591  0.000
C 2.4775 3.7822 -2.4659  0.000
C 1.2504 3.1538 -2.5653  0.000
H -3.8614 1.4471 0.6717  0.000
H -3.6296 1.1147 -1.0520  0.000
H -3.6665 -0.9678 0.1718  0.000
H -2.4333 -0.4048 1.3172  0.000
H -0.7249 -0.5047 -3.5776  0.000
H -1.8826 -0.9489 -5.6753  0.000
H -4.1535 -1.9413 -5.6677  0.000
H -5.2087 -2.5363 -3.5063  0.000
H -3.9991 -2.2098 -1.4119  0.000
H -0.3124 -3.4917 -1.8515  0.000
H -0.2460 -5.8640 -1.2366  0.000
H -1.5578 -6.6792 0.7012  0.000
H -2.8688 -5.0756 2.0480  0.000
H -2.8853 -2.6978 1.4812  0.000
H -1.2070 1.8641 0.6115  0.000
H -2.3453 3.1392 0.0744  0.000
H -1.1130 5.0882 -1.6082  0.000
H -2.6252 6.7919 -2.5419  0.000
H -4.4715 6.1241 -4.0452  0.000
H -4.8017 3.7383 -4.6064  0.000
H -3.2789 2.0283 -3.6632  0.000
H 0.1596 3.5790 0.6186  0.000
H 2.3163 4.7235 0.7769  0.000
H 3.8191 4.8421 -1.1757  0.000
H 3.1400 3.8177 -3.3203  0.000
H 0.9400 2.7147 -3.5077  0.000

Output
- 2S+1 = 4
- ΔE to the lowest compared entry with this formula, charge and spin (eV) = 0.3860
- HOMO (spin up / spin down) (eV) = -6.72 / -6.74
- net charge = 0
- gap between HOMO and LUMO (spin up / spin down) (Ha) = 0.245 / 0.245

***

4.
Entry from the Open Molecules 2025 dataset: an isolated molecule of C3H8O2S2 (ωB97M-V with the def2-TZVPD basis set).

Each line ends with the natural charge from an NBO analysis.
Element x y z (Å)
C -0.8420 1.2832 0.1001  -0.664
C 0.3288 0.4990 0.6169  0.086
O 0.3267 0.2061 2.0163  -0.720
C 0.4216 -0.8443 -0.3551  0.026
O 0.6812 -0.4543 -1.6370  -0.710
S 1.7880 -1.8980 0.3714  -0.049
S -1.1034 -1.7925 -0.0948  -0.030
H -0.9812 2.1883 0.6020  0.221
H -0.7972 1.3104 -1.0850  0.255
H -1.8297 0.6054 0.2053  0.216
H 1.2841 0.9026 0.3908  0.182
H -0.5231 0.3638 2.4741  0.485
H 0.6636 -1.1755 -2.1946  0.480
H 2.4595 -0.9316 0.8614  0.111
H -0.7900 -2.8246 -0.7919  0.110

Output
- ΔE to the lowest compared entry with this formula, charge and spin (eV) = 2.1179
- SMILES = C[C@@H](O)C(O)(S)S
- HOMO (eV) = -8.83
- net charge = 0
- gap between HOMO and LUMO (Ha) = 0.345

***

5.
Entry from the Open Molecules 2025 dataset: an isolated molecule of C6H12N2O3 (ωB97M-V with the def2-TZVPD basis set).

Each line ends with the natural charge from an NBO analysis.
Element x y z (Å)
C 2.4277 -0.9849 -1.6860  -0.630
C 1.9050 0.1345 -0.7798  -0.133
N 2.3887 0.0478 0.6088  -0.859
C 0.3245 0.1485 -0.8890  0.680
O -0.2298 -0.0532 -1.9131  -0.628
N -0.2904 0.2522 0.3242  -0.644
C -1.7959 0.2100 0.2884  -0.166
C -2.3085 -1.1844 0.8158  -0.611
C -2.2566 1.3678 1.1480  0.777
O -3.0096 1.2556 2.0663  -0.595
O -1.7477 2.5170 0.8241  -0.666
H 3.4852 -0.8978 -1.9452  0.209
H 1.8312 -0.9504 -2.6222  0.243
H 2.2265 -1.9293 -1.3088  0.203
H 2.2859 1.1325 -1.1542  0.207
H 2.6633 -0.8910 0.9099  0.366
H 3.2448 0.6195 0.6482  0.370
H 0.3528 0.3224 1.1432  0.444
H -2.0250 0.2263 -0.7792  0.272
H -1.8288 -1.4902 1.7655  0.212
H -2.2085 -1.9710 0.0767  0.218
H -3.3319 -1.1232 1.1094  0.228
H -2.1029 3.2413 1.3490  0.502

Output
- ΔE to the lowest compared entry with this formula, charge and spin (eV) = 0.6295
- SMILES = C[C@H](N)C(=O)N[C@@H](C)C(=O)O
- HOMO (eV) = -9.38
- net charge = 0
- gap between HOMO and LUMO (Ha) = 0.371

***

6.
Entry from the Open Molecules 2025 dataset: an isolated molecule of C8H14 (ωB97M-V with the def2-TZVPD basis set).

Each line ends with the natural charge from an NBO analysis.
Element x y z (Å)
C 0.0736 1.4950 1.1824  -0.406
C 0.0063 0.3420 0.5066  -0.010
C -0.6485 -0.8159 1.1407  -0.224
C -0.3029 -2.0938 0.9884  -0.165
C -1.0475 -3.1896 1.6813  -0.643
C 0.5515 0.1674 -0.8833  -0.431
C 1.1881 1.3793 -1.5653  -0.396
C 0.1559 2.4287 -1.9970  -0.607
H -0.3724 1.5621 2.1683  0.193
H 0.6403 2.3671 0.8795  0.196
H -1.4399 -0.6130 1.8538  0.201
H 0.5783 -2.4101 0.4446  0.195
H -0.4142 -3.6509 2.4683  0.213
H -1.1760 -4.0713 1.0354  0.217
H -1.9700 -2.9003 2.1719  0.215
H 1.1640 -0.7414 -0.8903  0.214
H -0.2734 -0.1540 -1.5316  0.212
H 1.9847 1.8113 -0.9714  0.203
H 1.5880 0.9711 -2.4958  0.203
H -0.6887 1.9775 -2.5108  0.205
H 0.6651 3.2139 -2.5554  0.209
H -0.2621 2.9249 -1.1203  0.206

Output
- ΔE to the lowest compared entry with this formula, charge and spin (eV) = 1.2082
- SMILES = C=C(/C=C/C)CCC
- HOMO (eV) = -8.46
- net charge = 0
- gap between HOMO and LUMO (Ha) = 0.352